Entry 1:
23
Properties=species:S:1:pos:R:3:forces:R:3:nbo_charge:R:1 method="wB97M-V/def2-TZVPD" relative_energy_kcal_mol=24.6 e_homo_ev=-8.2 homo_lumo_gap_ev=8.0 multiplicity=1 e_tot_ha=-1777.6195 smiles="O=[P@@]1(Cl)C=C(Cl)C=CN1c1ccccc1"
O 2.449 0.108 1.875 0.14 -0.49 0.13 -1.01
P 1.835 1.029 0.940 -1.49 -0.64 -2.90 1.94
Cl 0.557 2.247 1.849 -0.39 0.35 0.21 -0.24
C 2.774 1.889 -0.269 -0.61 -0.54 0.75 -0.81
C 2.219 2.279 -1.450 0.05 -0.35 0.22 0.09
Cl 3.172 3.338 -2.434 0.10 0.09 -0.10 0.03
C 0.998 1.870 -2.012 -0.17 0.39 -0.40 -0.45
C 0.173 0.888 -1.527 -0.19 -0.27 -0.12 0.14
N 0.321 0.199 -0.413 3.15 1.69 2.16 -0.58
C -0.597 -0.695 0.125 -0.66 -0.37 0.16 0.10
C -1.952 -0.362 0.173 0.20 0.03 0.01 -0.19
C -2.861 -1.244 0.723 -0.09 -0.08 0.02 -0.21
C -2.440 -2.464 1.225 -0.08 0.06 -0.03 -0.22
C -1.095 -2.790 1.190 0.01 -0.02 0.03 -0.19
C -0.172 -1.909 0.655 0.01 0.05 -0.08 -0.22
H 3.779 2.146 0.025 0.06 0.07 0.01 0.28
H 0.737 2.309 -2.961 -0.07 -0.01 -0.05 0.24
H -0.671 0.586 -2.145 -0.03 0.05 -0.03 0.20
H -2.274 0.599 -0.197 -0.04 0.13 -0.05 0.21
H -3.904 -0.971 0.779 -0.12 0.03 -0.05 0.22
H -3.163 -3.148 1.641 -0.02 -0.09 0.07 0.22
H -0.761 -3.741 1.577 0.06 -0.07 0.06 0.22
H 0.875 -2.163 0.633 0.17 0.01 -0.02 0.23

***

Entry 2:
36
Properties=species:S:1:pos:R:3:forces:R:3:nbo_charge:R:1 method="wB97M-V/def2-TZVPD" relative_energy_kcal_mol=59.5 e_homo_ev=-0.8 homo_lumo_gap_ev=4.3 multiplicity=1 total_charge=-2 e_tot_ha=-4661.1488
Ti 0.316 0.069 0.766 0.08 -0.24 -0.04 1.30
O -2.159 -2.849 2.754 0.00 -0.04 0.01 -0.66
C -1.570 -2.125 1.964 0.01 0.09 -0.07 0.77
O -1.334 -0.868 2.063 0.02 0.03 -0.02 -0.78
C -1.131 -2.664 0.615 -0.01 0.00 0.11 0.12
C -1.299 -3.948 0.135 0.03 0.00 -0.04 -0.21
C -0.990 -4.198 -1.198 0.00 0.04 0.01 -0.15
C -0.600 -3.156 -2.032 -0.02 0.01 0.02 -0.19
C -0.437 -1.910 -1.459 -0.03 -0.02 -0.02 0.13
N -0.651 -1.705 -0.162 0.11 0.07 -0.15 -0.49
C -0.135 -0.615 -2.179 -0.01 0.00 0.10 0.76
O -0.255 -0.515 -3.385 0.01 -0.03 0.05 -0.62
O 0.128 0.338 -1.340 -0.09 0.00 0.02 -0.79
H -1.670 -4.709 0.807 0.00 -0.02 -0.02 0.23
H -1.072 -5.201 -1.596 0.00 0.00 -0.01 0.21
H -0.373 -3.287 -3.079 -0.02 -0.02 0.01 0.26
N -1.655 1.187 0.666 -0.02 0.06 0.03 -0.64
N -1.768 2.477 0.138 -0.01 -0.04 -0.07 -0.45
C -0.641 3.152 -0.202 0.00 0.02 0.01 0.25
N -0.905 4.361 -0.808 -0.01 0.00 0.00 -0.81
S 0.880 2.618 0.092 0.06 -0.01 0.02 0.07
H -2.127 0.507 0.078 -0.02 0.02 0.00 0.40
H -2.021 1.141 1.615 0.04 -0.05 0.03 0.43
H -2.619 2.703 -0.351 -0.01 -0.01 -0.01 0.38
H -1.693 4.873 -0.442 0.01 0.01 0.00 0.37
H -0.079 4.922 -0.940 0.00 0.00 0.00 0.40
Te 2.834 -2.877 -0.378 0.02 0.04 0.00 -0.04
Te 2.974 -3.598 -2.964 0.02 -0.02 -0.01 -0.73
Te 4.958 0.391 1.402 -0.03 0.01 -0.02 -0.64
Te 3.008 -0.108 -0.354 0.01 -0.05 0.00 0.17
Cl 1.530 -0.797 4.771 0.01 -0.02 0.03 -0.13
C 0.617 1.023 2.779 -0.10 0.11 0.13 -0.43
Cl 1.888 2.241 3.037 0.02 -0.03 -0.01 0.00
Cl -0.804 1.526 3.764 0.01 0.00 0.00 -0.07
C 1.156 -0.323 3.075 0.08 -0.23 -0.31 0.20
N 1.333 -1.070 2.093 -0.15 0.32 0.23 -0.65

***

Entry 3:
36
Properties=species:S:1:pos:R:3:forces:R:3:nbo_charge:R:1 method="wB97M-V/def2-TZVPD" relative_energy_kcal_mol=68.9 e_homo_ev=-0.6 homo_lumo_gap_ev=3.9 multiplicity=1 total_charge=-2 e_tot_ha=-4661.1338
Ti 0.044 -0.340 -0.729 0.10 0.27 -0.05 1.35
O -3.049 -1.586 1.877 0.08 0.01 0.02 -0.65
C -2.127 -1.028 1.304 -0.16 0.06 -0.08 0.76
O -1.213 -1.560 0.568 -0.10 -0.05 0.15 -0.77
C -1.893 0.462 1.495 -0.01 -0.12 0.01 0.12
C -2.621 1.343 2.266 0.05 0.06 -0.02 -0.22
C -2.117 2.638 2.427 -0.10 -0.06 0.02 -0.15
C -0.901 2.996 1.874 0.07 0.00 -0.11 -0.21
C -0.250 2.049 1.095 0.01 -0.03 0.16 0.15
N -0.766 0.842 0.912 0.10 0.10 0.05 -0.49
C 1.167 2.110 0.576 0.04 0.16 -0.21 0.76
O 1.947 2.943 0.986 0.01 -0.08 0.07 -0.60
O 1.440 1.104 -0.207 0.02 -0.04 0.03 -0.79
H -3.538 1.009 2.729 0.00 0.01 0.00 0.23
H -2.674 3.360 3.011 0.00 0.00 0.00 0.21
H -0.459 3.977 1.985 0.00 0.00 0.00 0.26
N 1.315 -1.224 1.168 -0.03 -0.11 -0.05 -0.63
N 2.324 -2.161 0.958 0.01 0.00 0.00 -0.44
C 2.839 -2.274 -0.291 0.02 -0.01 0.03 0.26
N 3.955 -3.074 -0.356 -0.04 0.03 -0.02 -0.81
S 2.212 -1.529 -1.621 0.03 0.00 -0.05 0.05
H 1.682 -0.359 1.548 -0.03 0.01 0.00 0.40
H 0.546 -1.621 1.695 -0.01 -0.02 -0.02 0.41
H 2.919 -2.396 1.738 0.01 0.02 0.00 0.37
H 3.976 -3.859 0.277 0.00 0.00 0.00 0.38
H 4.218 -3.302 -1.301 0.01 -0.01 0.00 0.41
Te -1.057 3.214 -2.057 0.03 0.03 0.01 -0.03
Te 0.048 5.607 -1.527 0.00 0.02 0.02 -0.73
Te 0.289 1.220 -5.655 0.01 -0.05 0.09 -0.68
Te 0.885 1.512 -3.052 -0.05 0.00 0.01 0.14
Cl -3.548 -1.557 -2.683 0.13 0.03 0.04 -0.14
C -0.756 -1.926 -2.120 0.03 -0.27 -0.09 -0.44
Cl -0.164 -2.045 -3.792 -0.01 0.14 0.16 0.01
Cl -1.008 -3.600 -1.523 -0.01 0.09 -0.01 -0.05
C -1.930 -1.027 -2.047 -0.07 -0.33 -0.18 0.21
N -1.735 0.082 -1.531 -0.16 0.14 0.03 -0.66

***

Entry 4:
27
Properties=species:S:1:pos:R:3:forces:R:3:lowdin_spin:R:1 method="wB97M-V/def2-TZVPD" relative_energy_kcal_mol=76.1 e_homo_ev="-18.3 / -21.1" homo_lumo_gap_ev="6.0 / 6.1" s_squared=15.814 multiplicity=8 total_charge=+3 e_tot_ha=-4037.3699
O -2.386 -1.862 -3.874 1.32 1.80 3.59 0.00
C -2.040 -1.355 -2.901 -1.56 -1.97 -3.44 0.03
Gd -0.958 0.633 -0.871 -0.67 -1.67 0.32 5.72
O -1.068 1.547 -4.426 0.38 -1.74 4.58 0.01
C -0.982 1.166 -3.337 -0.09 2.06 -5.79 0.02
C -0.242 2.786 -1.390 2.62 6.23 -2.47 0.07
O 0.080 3.833 -1.774 -1.55 -4.29 1.89 0.06
C 1.071 0.013 -2.099 5.12 -0.44 -3.08 0.05
O 2.008 -0.173 -2.751 -3.90 0.49 2.67 0.04
C -3.039 1.570 -1.895 -5.79 2.62 -2.66 0.03
O -3.947 2.051 -2.431 4.25 -2.18 2.49 0.01
C 0.577 1.789 2.361 -0.04 0.84 0.17 0.01
N 0.879 0.396 2.041 0.91 -0.40 0.22 0.04
C 2.114 -0.203 2.191 -1.37 1.91 0.20 0.13
C 1.990 -1.491 1.788 -1.68 -1.40 -0.83 0.12
N 0.681 -1.675 1.394 0.99 0.10 0.59 0.04
C 0.125 -2.922 0.897 -0.21 -0.94 -0.35 0.00
C -0.034 -0.523 1.584 -0.32 -0.13 0.48 0.04
Se -1.923 -0.334 1.541 1.00 -0.68 1.04 0.55
H -0.455 2.017 2.072 0.25 -0.13 0.16 0.01
H 1.259 2.453 1.811 -0.08 -0.24 0.23 0.00
H 0.682 1.972 3.438 0.00 -0.10 -0.25 0.00
H 2.958 0.339 2.580 0.16 0.05 0.03 0.00
H 2.708 -2.295 1.758 0.11 -0.05 -0.04 0.00
H 0.765 -3.318 0.101 -0.06 0.10 0.18 0.00
H 0.053 -3.668 1.695 0.06 0.20 -0.04 0.00
H -0.875 -2.745 0.498 0.17 -0.02 0.11 0.00

***

Entry 5:
23
Properties=species:S:1:pos:R:3:forces:R:3:nbo_charge:R:1 method="wB97M-V/def2-TZVPD" relative_energy_kcal_mol=77.5 e_homo_ev="-9.2 / -9.2" homo_lumo_gap_ev="7.9 / 8.0" multiplicity=1 e_tot_ha=-1209.4978
C 0.750 -2.464 2.147 -0.02 -0.07 -0.20 -0.16
C 1.137 2.835 -0.823 -0.05 -0.07 -0.11 -0.16
C 0.891 -3.320 1.064 0.00 0.06 0.13 -0.24
C 0.868 2.808 -2.185 0.05 0.04 0.05 -0.24
C -0.058 -1.345 2.016 -0.08 0.01 -0.02 -0.22
C 0.349 2.082 0.031 -0.06 -0.01 -0.07 -0.21
C 0.206 -3.036 -0.111 0.17 -0.15 0.13 0.04
C -0.194 2.041 -2.642 0.28 0.24 -0.10 0.04
C -0.682 -1.162 0.793 -0.10 0.02 0.10 -0.15
C -0.673 1.340 -0.543 0.01 0.13 0.02 -0.15
N -0.567 -1.975 -0.241 0.02 -0.13 -0.39 -0.42
N -0.951 1.327 -1.831 -0.16 -0.14 -0.28 -0.41
O -2.166 1.356 2.685 0.79 -1.65 -3.35 -0.61
P -1.721 0.287 0.483 -1.05 1.64 3.62 1.02
I -3.430 -0.459 -0.978 -0.20 0.01 0.21 0.06
H 1.249 -2.672 3.080 0.09 -0.01 0.11 0.22
H 1.945 3.438 -0.437 0.08 0.05 0.05 0.22
H 1.512 -4.200 1.129 0.04 -0.08 0.01 0.22
H 1.468 3.378 -2.880 0.01 0.04 -0.04 0.22
H -0.237 -0.638 2.811 -0.02 0.05 0.14 0.26
H 0.490 2.068 1.100 0.04 0.06 0.13 0.25
H 0.270 -3.679 -0.978 0.08 -0.12 -0.03 0.20
H -0.456 1.991 -3.690 0.07 0.08 -0.11 0.20

***

Entry 6:
20
Properties=species:S:1:pos:R:3:forces:R:3:nbo_charge:R:1 method="wB97M-V/def2-TZVPD" relative_energy_kcal_mol=65.2 e_homo_ev=-9.0 homo_lumo_gap_ev=9.7 multiplicity=1 e_tot_ha=-495.2653 smiles=c1ccc(-c2ncccn2)cc1
C 1.132 -3.203 0.075 -0.51 -0.23 -2.45 -0.20
C 1.237 -2.401 1.184 -0.13 -0.64 2.46 -0.23
C 0.832 -1.104 1.117 -1.20 0.23 -1.25 -0.18
C 0.209 -0.597 -0.029 0.20 2.88 1.66 -0.07
C -0.300 0.862 -0.037 1.09 -1.67 -1.19 0.41
N -1.194 1.216 0.851 1.03 -5.09 1.56 -0.44
C -1.680 2.360 0.880 1.66 3.34 -3.55 0.08
C -1.271 3.321 -0.005 1.52 2.33 -3.70 -0.29
C -0.260 2.938 -0.983 -1.04 -1.19 2.82 0.07
N 0.214 1.623 -0.991 -0.61 3.18 -0.24 -0.44
C 0.131 -1.331 -1.149 0.32 -3.13 -3.85 -0.20
C 0.575 -2.681 -1.164 1.78 9.74 13.58 -0.15
H 1.504 -4.235 0.024 -0.33 0.39 0.39 0.21
H 1.388 -2.690 2.286 0.61 -0.35 -2.10 0.22
H 0.934 -0.554 2.001 -0.18 1.15 0.96 0.21
H -2.342 2.658 1.528 -3.81 0.92 3.98 0.18
H -1.720 4.395 -0.100 0.93 -2.19 0.55 0.23
H 0.225 3.747 -1.541 -0.19 -0.84 -0.39 0.21
H -0.157 -1.010 -2.185 -0.26 0.47 1.47 0.23
H 0.541 -3.313 -1.763 -0.89 -9.29 -10.70 0.16